# C5H13N3OS

The ion C5H13N3OS with charge +2 in a non-equilibrium geometry (ωB97M-V with the def2-TZVPD basis set, OMol25).

Properties
HOMO level = -0.6785 hartree
Kohn-Sham gap = 0.3543 Ha
energy relative to the best compared isomer or geometry (same formula, charge and spin) = 0.0000 eV
DFT total energy = -22728.61929 eV
spin multiplicity = 1
net charge = +2

Last column: natural (NBO) charge in e.
Cartesian coordinates (Å):
C -2.14997 0.45522 -0.78257  0.421
C 1.94487 -1.42955 0.50268  -0.720
C -2.25882 -1.35025 0.83268  -0.430
C 1.59252 1.92653 -0.13993  -0.943
C 0.57642 -1.30170 -0.02902  0.311
N -0.14331 -0.23312 0.20993  -0.351
N -1.56075 1.39660 -1.49983  -0.696
N -1.54052 -0.35016 0.04600  -0.210
O -0.82206 2.07553 1.09508  -0.817
S 0.43584 1.42869 1.19115  1.525
H -3.23084 0.41689 -0.68128  0.262
H 2.38321 -0.53142 1.05920  0.253
H 2.54089 -1.92098 -0.22547  0.296
H 1.92597 -2.18143 1.28870  0.318
H -2.14330 -2.33060 0.33756  0.240
H -3.32033 -1.13582 0.85799  0.265
H -1.90370 -1.32675 1.84701  0.251
H 2.57686 2.09181 0.42460  0.299
H 1.32641 2.85326 -0.63873  0.297
H 1.87263 1.23196 -1.00847  0.283
H 0.32480 -2.20668 -0.48370  0.250
H -2.11369 2.19880 -1.94813  0.484
H -0.61596 1.29745 -1.70513  0.412

=====

# C3HNO5S

The ion C3HNO5S with charge -2 in a non-equilibrium geometry (ωB97M-V with the def2-TZVPD basis set, OMol25).

Properties
HOMO level = -0.0414 hartree
Kohn-Sham gap = 0.2819 Ha
SMILES string = N#C[C@H](C(=O)[O-])S(=O)(=O)[O-]
DFT total energy = -25689.91967 eV
spin multiplicity = 1
net charge = -2

Last column: natural (NBO) charge in e.
Cartesian coordinates (Å):
N 0.06324 0.51098 -2.97362  -0.467
C -0.05658 0.24253 -1.84866  0.336
C -0.04107 -0.13757 -0.50340  -0.785
C 0.84970 -1.64186 -0.14557  0.877
O 0.79500 -2.43204 -1.04825  -0.730
O 1.43761 -1.60733 0.91398  -0.749
S -1.78400 -0.46971 -0.00305  2.371
O -2.47774 -1.34369 -0.95932  -1.025
O -1.61238 -1.23502 1.23930  -1.030
O -2.35405 0.91377 0.10353  -1.053
H 0.22540 0.79280 0.27603  0.255

=====

# CN2O3S

A structure of composition CN2O3S in a non-equilibrium geometry (ωB97M-V with the def2-TZVPD basis set, OMol25).

Properties
HOMO level (alpha / beta) = -0.3460 / -0.3460 hartree
Kohn-Sham gap (alpha / beta) = 0.2739 / 0.2738 Ha
energy relative to the best compared isomer or geometry (same formula, charge and spin) = 2.9380 eV
DFT total energy = -20987.54565 eV
spin multiplicity = 1

Last column: natural (NBO) charge in e.
Cartesian coordinates (Å):
C -0.14064 -0.39526 -0.21471  -0.077
N -1.12994 0.30677 1.16635  0.243
N 1.13493 0.23211 -0.17811  0.447
O 2.10299 -0.42791 0.12348  -0.325
O -2.28187 0.31919 1.03197  -0.154
O 1.02815 1.35328 -0.58402  -0.325
S -0.71362 -1.38818 -1.34494  0.190

=====

# C5H10Cl2N

The ion C5H10Cl2N with charge +1 in a non-equilibrium geometry (ωB97M-V with the def2-TZVPD basis set, OMol25).

Properties
HOMO level (alpha / beta) = -0.4589 / -0.5084 hartree
Kohn-Sham gap (alpha / beta) = 0.2676 / 0.3399 Ha
energy relative to the best compared isomer or geometry (same formula, charge and spin) = 3.2190 eV
DFT total energy = -31871.10589 eV
spin multiplicity = 1
net charge = +1

Last column: natural (NBO) charge in e.
Cartesian coordinates (Å):
C 0.94799 0.59628 -0.49066  -0.354
C 0.31242 0.17936 0.91260  0.038
C 2.32514 -0.08686 -0.39416  -0.058
C 1.02057 2.05633 -0.73427  -0.603
C -1.44458 -1.52703 -0.01959  -0.428
N -0.23616 -1.19512 0.80399  -0.595
Cl 3.57644 0.56772 0.52882  0.129
Cl 2.40862 -1.78567 -0.42057  0.098
H 0.51162 0.27229 -1.41998  0.252
H 0.92086 0.42542 1.70729  0.206
H 1.62197 2.20840 -1.56852  0.235
H 1.55286 2.43519 0.05682  0.214
H 0.02547 2.57161 -0.59345  0.247
H -0.99178 -1.93018 -1.01298  0.241
H -1.99078 -2.24335 0.62055  0.248
H -2.00735 -0.49670 -0.21466  0.256
H 0.48854 -1.89955 0.44110  0.434
H -0.40174 -1.48184 1.79863  0.442

=====

# C44H37IrN7O3S

A structure of composition C44H37IrN7O3S (ωB97M-V with the def2-TZVPD basis set, OMol25).

Properties
HOMO level (alpha / beta) = -0.4274 / -0.4274 hartree
Kohn-Sham gap (alpha / beta) = 0.2305 / 0.1610 Ha
energy relative to the best compared isomer or geometry (same formula, charge and spin) = 0.0000 eV
DFT total energy = -76465.62125 eV
spin multiplicity = 2
net charge = +2

Last column: Mulliken charge in e.
Cartesian coordinates (Å):
Ir 1.45546 0.16419 -0.69433  0.895
C 4.43538 3.20321 -0.26626  -1.571
C 3.76792 1.88002 -0.45750  0.843
O 2.50770 1.88362 -0.46990  -0.777
C 4.62031 0.73452 -0.61861  -1.314
C 4.32306 -0.60463 -0.75167  1.047
C 5.40291 -1.62888 -0.87767  -1.416
N 3.03086 -1.02493 -0.76082  1.266
N 2.79959 -2.32850 -0.84114  -0.732
C 1.46923 -2.59108 -0.87233  0.557
O 0.59342 -1.66147 -0.86207  -0.664
C 1.03467 -3.98074 -0.97069  0.332
C -0.33214 -4.26618 -0.94923  -0.265
C -0.76169 -5.57288 -1.08466  -0.843
C 0.16690 -6.59515 -1.24683  -0.402
C 1.52798 -6.31456 -1.26668  -0.849
C 1.96658 -5.01014 -1.12555  -0.262
H 3.69428 3.98688 -0.14155  0.357
H 5.06982 3.42693 -1.12615  0.403
H 5.08753 3.16642 0.60813  0.408
H 5.67456 0.97669 -0.61300  0.448
H 6.37788 -1.15253 -0.92413  0.501
H 5.24629 -2.23597 -1.76927  0.283
H 5.37642 -2.31185 -0.02735  0.290
H -1.04288 -3.45976 -0.83189  0.483
H -1.81884 -5.80054 -1.06277  0.457
H -0.17222 -7.61725 -1.35262  0.453
H 2.24459 -7.11544 -1.38734  0.452
H 3.02258 -4.77964 -1.13845  0.500
C -7.12769 3.68774 9.36777  -0.844
O -7.24161 3.94238 7.97232  -0.454
C -6.26959 3.50099 7.16069  0.908
C -5.14127 2.80192 7.58857  -0.698
C -4.20069 2.39448 6.65720  -0.729
C -4.35958 2.66803 5.30341  0.294
C -5.49610 3.37313 4.88759  -0.485
C -6.43666 3.78325 5.79971  -0.608
C -3.38632 2.25237 4.30324  0.326
N -3.43726 2.55504 3.01994  -0.821
C -2.34455 1.96613 2.46618  0.900
C -1.60336 1.28771 3.41556  -0.074
N -2.28555 1.48279 4.58964  -0.070
C -0.40489 0.58461 3.11101  -0.017
C 0.40426 -0.12532 4.01518  -0.734
C 1.53802 -0.75140 3.56355  -1.157
C 1.87560 -0.67340 2.21086  -0.005
N 1.12861 -0.01118 1.34220  0.119
C -0.00023 0.61276 1.76520  0.301
C -0.76486 1.30912 0.76619  0.406
N -0.29048 1.27029 -0.50605  -0.055
C -0.94666 1.90541 -1.46129  0.093
C -2.12372 2.61601 -1.20598  -1.070
C -2.62476 2.66099 0.07085  -0.535
C -1.93559 1.99441 1.09592  0.107
H -8.01031 4.12534 9.82208  0.247
H -6.23411 4.16075 9.77945  0.348
H -7.10879 2.61492 9.56889  0.347
H -4.98775 2.57700 8.63299  0.419
H -3.33048 1.86264 7.02505  0.213
H -5.62434 3.59066 3.83649  0.484
H -7.31889 4.32743 5.49206  0.443
H -2.05361 1.11959 5.49738  0.197
H 0.13709 -0.18066 5.06248  0.494
H 2.17726 -1.30507 4.23568  0.476
H 2.76252 -1.15742 1.82575  0.507
H -0.51714 1.83821 -2.45195  0.423
H -2.62197 3.12022 -2.02128  0.501
H -3.53283 3.19828 0.31020  0.628
N 1.56022 0.54228 -2.74164  -0.665
S 2.29579 -0.57827 -3.73762  0.218
C 2.37079 0.26691 -5.29621  0.470
C 3.52341 0.07169 -6.04371  -0.372
C 3.62304 0.67911 -7.28743  -0.768
C 2.58377 1.46894 -7.75504  -0.431
C 1.43742 1.65910 -6.98943  -0.842
C 1.31987 1.05336 -5.75100  0.068
C 1.03050 -1.79606 -3.97336  0.998
C -0.31856 -1.48021 -3.90239  0.159
C -1.24270 -2.48004 -4.14870  -0.882
C -0.81527 -3.76636 -4.46662  -0.649
C 0.53634 -4.06680 -4.52722  -0.664
C 1.47448 -3.07628 -4.27099  -0.613
H 2.10054 1.39704 -2.88517  0.333
H 4.32962 -0.54260 -5.66241  0.450
H 4.51234 0.53757 -7.88572  0.420
H 2.66441 1.94255 -8.72407  0.418
H 0.63235 2.27602 -7.36462  0.431
H 0.43191 1.18603 -5.14777  0.231
H -0.63224 -0.47827 -3.64305  0.168
H -2.30038 -2.25865 -4.09971  0.471
H -1.54611 -4.53959 -4.66294  0.447
H 0.86378 -5.07030 -4.76258  0.498
H 2.53481 -3.29772 -4.30297  0.403

=====

- Look up the spin multiplicity of the fifth one.
  2

=====

- Which value of spin multiplicity does entry 3 give?
  1

=====

What did the fourth record say?
# C5H10Cl2N

The ion C5H10Cl2N with charge +1 in a non-equilibrium geometry (ωB97M-V with the def2-TZVPD basis set, OMol25).

Properties
HOMO level (alpha / beta) = -0.4589 / -0.5084 hartree
Kohn-Sham gap (alpha / beta) = 0.2676 / 0.3399 Ha
energy relative to the best compared isomer or geometry (same formula, charge and spin) = 3.2190 eV
DFT total energy = -31871.10589 eV
spin multiplicity = 1
net charge = +1

Last column: natural (NBO) charge in e.
Cartesian coordinates (Å):
C 0.94799 0.59628 -0.49066  -0.354
C 0.31242 0.17936 0.91260  0.038
C 2.32514 -0.08686 -0.39416  -0.058
C 1.02057 2.05633 -0.73427  -0.603
C -1.44458 -1.52703 -0.01959  -0.428
N -0.23616 -1.19512 0.80399  -0.595
Cl 3.57644 0.56772 0.52882  0.129
Cl 2.40862 -1.78567 -0.42057  0.098
H 0.51162 0.27229 -1.41998  0.252
H 0.92086 0.42542 1.70729  0.206
H 1.62197 2.20840 -1.56852  0.235
H 1.55286 2.43519 0.05682  0.214
H 0.02547 2.57161 -0.59345  0.247
H -0.99178 -1.93018 -1.01298  0.241
H -1.99078 -2.24335 0.62055  0.248
H -2.00735 -0.49670 -0.21466  0.256
H 0.48854 -1.89955 0.44110  0.434
H -0.40174 -1.48184 1.79863  0.442